# 1
{"formula": "C36H30BaN5PS2", "method": "the ωB97M-V functional and the def2-TZVPD basis", "elements": ["Ba", "C", "C", "C", "C", "C", "C", "P", "C", "C", "C", "C", "C", "C", "C", "C", "C", "C", "C", "C", "H", "H", "H", "H", "H", "H", "H", "H", "H", "H", "H", "H", "H", "H", "N", "C", "C", "C", "C", "C", "C", "C", "C", "C", "C", "C", "C", "H", "H", "H", "H", "H", "H", "H", "H", "H", "H", "N", "C", "N", "C", "C", "S", "C", "C", "S", "C", "N", "N", "H", "H", "H", "H", "H", "H"], "coordinates": [[0.087, -0.925, -1.215], [-2.082, 2.824, 1.263], [-0.898, 3.300, 0.723], [0.254, 2.528, 0.772], [0.233, 1.272, 1.372], [-0.975, 0.792, 1.890], [-2.126, 1.563, 1.842], [1.680, 0.142, 1.412], [2.477, 0.533, 3.006], [3.652, -0.149, 3.323], [4.306, 0.091, 4.520], [3.784, 1.006, 5.426], [2.611, 1.679, 5.125], [1.961, 1.447, 3.919], [2.758, 0.879, 0.133], [3.723, 1.841, 0.434], [4.456, 2.417, -0.592], [4.200, 2.037, -1.903], [3.229, 1.079, -2.173], [2.465, 0.440, -1.178], [-2.982, 3.421, 1.208], [-0.873, 4.270, 0.243], [1.171, 2.897, 0.331], [-1.003, -0.195, 2.344], [-3.059, 1.176, 2.231], [4.061, -0.867, 2.621], [5.221, -0.439, 4.750], [4.291, 1.191, 6.364], [2.200, 2.395, 5.826], [1.053, 1.988, 3.686], [3.906, 2.139, 1.461], [5.211, 3.161, -0.371], [4.761, 2.491, -2.713], [3.072, 0.814, -3.218], [-3.070, -1.418, -1.926], [-3.829, -0.456, -1.211], [-4.730, -0.894, -0.241], [-5.518, 0.004, 0.465], [-5.414, 1.359, 0.200], [-4.514, 1.791, -0.763], [-3.702, 0.916, -1.480], [-2.742, 1.447, -2.489], [-3.202, 2.434, -3.364], [-2.328, 3.052, -4.245], [-0.992, 2.682, -4.240], [-0.563, 1.678, -3.376], [-1.404, 1.001, -2.477], [-3.588, -2.278, -2.047], [-2.755, -1.044, -2.814], [-4.847, -1.958, -0.076], [-6.217, -0.361, 1.207], [-6.028, 2.074, 0.732], [-4.418, 2.850, -0.971], [-4.249, 2.720, -3.360], [-2.688, 3.815, -4.925], [-0.291, 3.173, -4.905], [0.500, 1.435, -3.403], [-2.790, -3.078, 0.823], [-1.783, -3.947, 0.535], [-0.663, -3.610, -0.036], [0.137, -4.736, -0.200], [-0.402, -5.901, 0.220], [-1.971, -5.631, 0.871], [1.501, -4.583, -0.727], [2.441, -5.552, -0.811], [3.918, -4.884, -1.405], [3.152, -3.329, -1.495], [1.903, -3.326, -1.120], [3.796, -2.233, -1.947], [-2.608, -2.094, 0.691], [-3.420, -3.309, 1.571], [0.033, -6.884, 0.213], [2.372, -6.588, -0.533], [4.795, -2.253, -2.048], [3.358, -1.324, -1.756]], "atomic_forces_ev_per_a": [[-0.48, -0.50, 0.12], [-0.02, 0.00, -0.02], [0.00, -0.02, 0.00], [0.00, 0.01, 0.00], [0.01, -0.10, -0.07], [0.00, -0.03, 0.01], [-0.01, 0.00, -0.01], [0.14, 0.01, 0.01], [-0.05, 0.03, 0.03], [-0.01, 0.00, 0.00], [0.01, 0.01, 0.02], [0.01, -0.02, 0.00], [-0.01, -0.01, -0.02], [0.04, 0.03, 0.01], [0.00, -0.01, 0.07], [0.01, 0.00, 0.02], [0.01, 0.01, -0.03], [-0.01, 0.00, 0.02], [0.00, 0.05, 0.03], [0.53, 0.26, -0.02], [-0.01, 0.01, 0.01], [0.00, 0.02, -0.01], [0.00, -0.01, -0.01], [0.01, -0.01, 0.01], [-0.02, 0.00, 0.00], [0.00, -0.02, -0.01], [0.01, 0.00, 0.00], [0.01, 0.00, 0.01], [-0.01, 0.01, 0.01], [-0.01, 0.01, 0.00], [-0.01, 0.00, 0.00], [0.01, 0.00, 0.00], [0.01, 0.00, -0.01], [0.00, 0.00, -0.01], [0.05, 0.05, 0.17], [-0.05, -0.05, -0.06], [-0.10, 0.06, -0.04], [0.04, 0.01, 0.00], [0.00, -0.02, 0.00], [-0.02, 0.04, -0.01], [0.03, -0.04, 0.00], [-0.04, 0.01, 0.03], [0.02, 0.05, -0.01], [-0.03, 0.01, -0.02], [0.01, -0.01, 0.03], [-0.02, -0.03, -0.01], [-0.10, 0.12, -0.11], [0.06, -0.01, -0.03], [0.00, 0.03, 0.00], [-0.03, -0.02, -0.03], [-0.02, -0.01, -0.01], [0.00, 0.01, 0.01], [0.00, 0.01, 0.00], [-0.01, 0.01, 0.00], [0.00, 0.01, 0.00], [0.02, 0.00, -0.02], [0.05, -0.04, -0.01], [0.06, 0.00, -0.01], [-0.07, 0.17, 0.06], [0.04, -0.17, 0.02], [0.12, 0.01, -0.02], [0.01, -0.06, 0.01], [-0.03, -0.09, 0.03], [-0.09, 0.06, 0.09], [0.01, 0.03, 0.00], [0.03, -0.08, 0.01], [0.14, 0.10, -0.04], [-0.17, 0.27, -0.17], [-0.01, -0.04, -0.09], [-0.06, -0.04, -0.01], [0.00, 0.04, 0.00], [0.02, -0.03, -0.01], [-0.01, -0.06, 0.00], [0.00, 0.00, 0.02], [0.01, -0.05, 0.06]], "homo_energy_ev": -7.017, "homo_lumo_gap_ev": 7.1, "e_lumo_ev": 0.088, "spin_multiplicity": 1}

***

# 2
{"formula": "C25H33Cl3GeMnN5O2SSi", "method": "the ωB97M-V functional and the def2-TZVPD basis", "elements": ["Mn", "O", "C", "C", "C", "C", "C", "C", "C", "O", "N", "N", "C", "C", "C", "C", "C", "C", "N", "H", "H", "H", "H", "H", "H", "H", "H", "H", "H", "Cl", "Si", "Cl", "Cl", "S", "C", "N", "C", "C", "C", "N", "H", "H", "H", "H", "C", "C", "C", "C", "Ge", "C", "C", "C", "C", "H", "H", "H", "H", "H", "H", "H", "H", "H", "H", "H", "H", "H", "H", "H", "H", "H", "H", "H"], "coordinates": [[-1.195, -0.157, -2.112], [-2.511, 0.478, 3.272], [-1.767, -0.642, 3.216], [-1.568, -1.340, 4.409], [-0.844, -2.514, 4.417], [-0.298, -3.031, 3.243], [-0.456, -2.328, 2.070], [-1.164, -1.118, 2.039], [-1.277, -0.405, 0.771], [-0.320, -0.598, -0.152], [-2.260, 0.416, 0.552], [-2.162, 0.915, -0.731], [-2.578, 2.101, -1.012], [-2.228, 2.549, -2.366], [-2.612, 3.773, -2.885], [-2.161, 4.124, -4.150], [-1.338, 3.248, -4.841], [-0.993, 2.035, -4.255], [-1.432, 1.679, -3.046], [-2.689, 0.788, 2.367], [-2.013, -0.945, 5.309], [-0.718, -3.048, 5.349], [0.238, -3.968, 3.251], [-0.059, -2.719, 1.143], [-3.069, 2.748, -0.292], [-3.242, 4.435, -2.310], [-2.441, 5.073, -4.583], [-0.950, 3.492, -5.818], [-0.327, 1.339, -4.746], [0.143, -2.210, -5.164], [0.593, -1.170, -3.378], [1.718, -2.601, -2.328], [2.032, 0.216, -4.030], [-2.502, -2.377, -1.493], [-2.859, -2.144, -3.089], [-3.426, -3.103, -3.879], [-3.679, -2.932, -5.198], [-3.361, -1.749, -5.796], [-2.761, -0.783, -4.968], [-2.546, -0.954, -3.678], [-3.632, -3.987, -3.430], [-4.122, -3.770, -5.715], [-3.526, -1.579, -6.845], [-2.462, 0.171, -5.385], [3.230, 4.443, 2.782], [2.045, 3.497, 2.682], [2.291, 2.351, 1.704], [1.113, 1.372, 1.637], [1.459, -0.012, 0.317], [2.574, -1.480, 0.931], [2.864, -1.421, 2.430], [3.576, -2.669, 2.942], [3.690, -2.683, 4.458], [3.047, 5.236, 3.505], [3.441, 4.913, 1.821], [4.130, 3.912, 3.094], [1.154, 4.046, 2.364], [1.811, 3.081, 3.666], [3.200, 1.822, 2.005], [2.496, 2.764, 0.711], [0.200, 1.908, 1.361], [0.939, 0.923, 2.617], [1.805, 0.600, -1.044], [3.492, -1.425, 0.342], [2.107, -2.423, 0.651], [1.933, -1.291, 2.997], [3.478, -0.543, 2.649], [4.570, -2.732, 2.491], [3.032, -3.554, 2.599], [4.230, -1.808, 4.820], [4.218, -3.566, 4.813], [2.702, -2.674, 4.922]], "atomic_forces_ev_per_a": [[-0.34, -0.64, -0.20], [0.08, -0.10, 0.00], [-0.02, 0.08, 0.11], [0.02, 0.04, -0.14], [-0.02, 0.01, 0.02], [-0.05, 0.05, -0.03], [-0.01, -0.02, 0.02], [-0.05, -0.09, -0.08], [-0.13, 0.15, 0.21], [0.00, 0.19, -0.15], [0.21, 0.03, -0.23], [-0.62, 0.70, -0.12], [0.35, -0.67, -0.04], [0.03, -0.29, 0.15], [0.13, -0.13, -0.18], [0.04, -0.09, 0.02], [-0.04, -0.11, 0.12], [-0.11, 0.22, 0.08], [0.07, 0.25, 0.35], [-0.01, -0.02, -0.04], [-0.03, 0.03, 0.07], [0.01, -0.01, 0.03], [0.02, -0.05, 0.00], [0.03, 0.01, -0.04], [0.03, -0.03, 0.04], [-0.04, 0.02, 0.06], [-0.01, 0.05, -0.03], [0.02, 0.03, -0.05], [0.02, -0.01, -0.04], [-0.04, 0.04, 0.03], [0.02, -0.18, 0.01], [-0.04, 0.12, 0.00], [0.07, -0.02, -0.02], [0.26, 0.16, 0.12], [-0.15, 0.06, -0.45], [-0.08, 0.01, -0.19], [0.07, 0.09, 0.09], [0.07, -0.11, 0.45], [-0.17, -0.06, 0.22], [0.34, 0.16, -0.04], [0.00, 0.00, -0.04], [0.00, -0.01, 0.01], [-0.03, 0.02, -0.06], [0.05, 0.01, 0.03], [0.00, 0.00, -0.02], [-0.04, -0.05, -0.02], [-0.01, 0.05, 0.01], [0.03, 0.08, -0.02], [0.02, 0.09, 0.02], [-0.01, 0.03, -0.07], [-0.08, 0.03, 0.06], [0.02, 0.03, -0.05], [0.02, 0.02, 0.04], [-0.02, 0.04, 0.04], [0.01, 0.01, -0.04], [0.04, -0.03, 0.02], [-0.03, 0.01, 0.00], [0.01, -0.01, 0.01], [0.04, -0.04, 0.01], [0.00, 0.01, -0.01], [0.00, 0.00, -0.01], [-0.02, -0.03, 0.00], [0.01, -0.06, -0.02], [0.06, -0.01, 0.01], [-0.07, -0.02, -0.02], [0.07, -0.04, -0.07], [0.01, 0.04, 0.05], [0.00, 0.00, -0.03], [-0.04, -0.03, 0.01], [0.02, 0.04, 0.00], [0.01, -0.04, 0.00], [-0.04, 0.00, 0.01]], "total_charge": 1, "homo_energy_ev": [-11.028, -10.832], "homo_lumo_gap_ev": [7.4, 7.1], "s2": 0.96, "e_lumo_ev": [-3.677, -3.732], "spin_multiplicity": 2}

***

# 3
{"formula": "C4H5Br", "method": "the ωB97M-V functional and the def2-TZVPD basis", "elements": ["C", "C", "C", "C", "Br", "H", "H", "H", "H", "H"], "coordinates": [[-1.181, -0.316, 0.086], [0.689, 0.926, -0.301], [0.073, -0.367, -0.704], [0.136, -0.002, 0.739], [0.980, -0.817, 2.219], [-1.877, 0.498, -0.098], [-1.661, -1.246, 0.361], [1.767, 1.002, -0.369], [0.170, 1.856, -0.513], [0.904, -1.534, -1.421]], "atomic_forces_ev_per_a": [[-0.17, -0.13, 0.18], [0.11, 0.11, 0.18], [3.08, -3.53, -1.68], [0.03, -0.17, -0.72], [-0.15, 0.13, -0.28], [-0.09, 0.09, -0.03], [0.13, -0.09, 0.01], [0.02, -0.10, 0.05], [-0.11, 0.11, -0.01], [-2.85, 3.58, 2.29]], "homo_energy_ev": -9.080, "homo_lumo_gap_ev": 9.6, "e_lumo_ev": 0.487, "spin_multiplicity": 1}

***

These records have ΔE to the lowest compared entry with this formula, charge and spin values of 0.3577, 0.5158, 2.8942 eV, in the order they appear.
These records have E_tot values of -76923.02519, -182121.74542, -74267.06794 eV, in the order they appear.
These records have F_max values of 0.7, 0.9, 5.1 eV Å⁻¹, in the order they appear.